ORCA calculation (wB97M-V/def2-TZVPD) on the molecule C4H4N2O at a distorted geometry.

The geometry in XYZ format:
```
11
Properties=species:S:1:pos:R:3:forces:R:3
O -0.861 1.542 -0.803 0.39 -0.17 -0.20
C -1.490 -0.906 0.222 -0.57 -0.34 -0.73
C -0.507 -0.643 1.225 0.40 0.12 -0.14
C 0.705 -0.190 0.862 -0.45 -0.12 0.23
N 0.991 0.233 -0.431 0.05 -0.03 -0.06
C 0.143 1.013 -1.204 -0.24 0.19 0.03
N -2.180 -1.184 -0.666 0.47 0.22 0.91
H -0.736 -0.886 2.254 0.07 -0.02 -0.09
H 1.523 -0.142 1.574 -0.11 0.05 -0.01
H 1.921 0.072 -0.787 -0.11 0.02 -0.03
H 0.491 1.091 -2.246 0.10 0.10 0.09
```
Forces are in eV/Å.

Computed properties:
ΔE to the lowest compared entry with this formula, charge and spin	0.9527	eV
largest force on an atom	1.05	eV/A
LUMO	0.357	eV
E_tot	-339.54666	Eh
SMILES	N#C/C=C\NC=O
multiplicity	1